{"formula": "C5H13N", "method": "the ωB97M-V functional and the def2-TZVPD basis", "orbital_gap_ev": 10.1, "smiles": "CCNC(C)C", "e_tot_ha": -253.0549, "species": ["C", "C", "N", "C", "C", "C", "H", "H", "H", "H", "H", "H", "H", "H", "H", "H", "H", "H", "H"], "positions_angstrom": [[-2.7255, -0.2290, -0.1824], [-1.4139, 0.3574, 0.3113], [-0.2928, -0.4041, -0.2159], [1.0115, -0.0187, 0.3367], [1.4199, 1.3561, -0.2115], [2.0413, -1.0657, -0.0569], [-2.7475, -0.2454, -1.2816], [-3.5830, 0.3596, 0.1472], [-2.8539, -1.2498, 0.1791], [-1.3555, 1.3927, -0.0366], [-1.4098, 0.3973, 1.4201], [-0.4339, -1.3843, -0.0012], [0.9577, 0.0439, 1.4368], [1.4711, 1.3064, -1.2978], [2.3959, 1.6497, 0.1955], [0.7000, 2.1397, 0.0692], [3.0282, -0.8102, 0.3481], [1.7711, -2.0661, 0.3029], [2.1098, -1.1069, -1.1536]]}